# 1
Formula: C27H68ClN4O13
Source: the Open Molecules 2025 dataset
Level of theory: the ωB97M-V functional and the def2-TZVPD basis

The LUMO energy is 2.64 eV. The value obtained for the HOMO-LUMO gap is 8.04 eV.

ORCA input file:
```
! wB97M-V def2-TZVPD RIJCOSX def2/J DEFGRID3
* xyz -1 1
Cl -1.619 -0.357 -0.398
O -2.649 -0.867 -1.268
O -1.523 -1.237 0.758
O -0.356 -0.374 -1.101
O -1.939 0.979 0.026
C -1.356 -1.537 -4.337
C -0.167 -2.481 -4.144
C 1.168 -1.934 -4.572
O -0.059 -2.864 -2.773
H -1.686 -1.399 -5.369
H -1.332 -0.616 -3.760
H -2.180 -2.148 -3.946
H -0.415 -3.407 -4.671
H 1.978 -2.459 -4.049
H 1.361 -0.891 -4.320
H 1.448 -2.215 -5.594
H -0.496 -2.234 -2.182
C -2.683 5.355 -2.147
O -3.440 4.237 -1.821
C -4.160 3.685 -2.880
C -4.434 2.188 -2.637
N -4.669 1.902 -1.204
C -5.691 0.837 -1.116
C -5.901 0.531 0.359
O -5.689 1.589 1.293
C -6.258 1.165 2.524
H -2.220 5.868 -1.310
H -3.290 6.092 -2.699
H -1.892 5.138 -2.882
H -3.690 3.811 -3.862
H -5.140 4.195 -2.899
H -3.435 1.770 -2.840
H -5.096 1.763 -3.390
H -3.838 1.404 -0.894
H -5.468 -0.053 -1.719
H -6.625 1.208 -1.560
H -5.173 -0.230 0.678
H -6.867 0.012 0.439
H -5.781 0.268 2.916
H -7.348 1.191 2.473
H -6.039 1.972 3.231
C 2.903 0.319 -3.654
O 3.057 0.808 -2.310
C 2.152 0.065 -1.495
C 2.223 0.610 -0.064
N 2.255 2.104 0.058
C 0.986 2.803 -0.288
C 0.653 3.014 -1.785
O 1.716 3.508 -2.558
C 1.295 3.812 -3.859
H 3.448 -0.628 -3.675
H 3.284 1.098 -4.310
H 1.875 0.127 -3.974
H 2.651 -0.913 -1.434
H 1.129 -0.012 -1.865
H 3.182 0.293 0.343
H 1.401 0.274 0.569
H 2.256 2.218 1.075
H 0.983 3.831 0.076
H 0.175 2.209 0.145
H -0.222 3.681 -1.789
H 0.277 2.087 -2.236
H 2.177 3.956 -4.483
H 0.706 4.736 -3.861
H 0.691 3.040 -4.349
C -1.362 -0.894 3.881
O -0.798 0.032 4.798
C -0.410 1.205 4.096
C 0.619 1.075 2.956
N 2.021 1.385 3.225
C 2.607 0.400 4.150
C 4.031 0.871 4.474
O 3.936 1.958 5.382
C 5.203 2.389 5.817
H -2.331 -0.608 3.458
H -1.526 -1.857 4.361
H -0.725 -0.995 3.006
H 0.026 1.882 4.845
H -1.299 1.783 3.819
H 0.239 1.743 2.182
H 0.575 0.060 2.559
H 1.975 2.253 3.759
H 2.686 -0.597 3.721
H 2.056 0.464 5.093
H 4.574 1.158 3.569
H 4.512 0.020 4.976
H 5.956 2.699 5.086
H 5.749 1.624 6.392
H 4.947 3.167 6.539
C 4.020 -4.571 2.676
O 3.935 -3.247 2.178
C 4.134 -3.098 0.779
C 2.829 -3.327 0.029
N 1.801 -2.432 0.569
C 0.420 -2.771 0.243
C -0.181 -3.947 1.009
O -0.093 -5.194 0.342
C -1.060 -5.436 -0.636
H 5.060 -4.886 2.821
H 3.728 -5.249 1.864
H 3.404 -4.685 3.559
H 4.890 -3.800 0.412
H 4.479 -2.073 0.634
H 2.510 -4.359 0.239
H 3.045 -3.209 -1.035
H 1.942 -2.613 1.561
H 0.301 -3.053 -0.812
H -0.222 -1.886 0.249
H -1.176 -3.725 1.408
H 0.462 -4.113 1.882
H -1.019 -6.488 -0.905
H -0.984 -4.761 -1.502
H -2.094 -5.190 -0.343
*
```

***

# 2
Formula: C2H2F3P
Source: the Open Molecules 2025 dataset
Level of theory: the ωB97M-V functional and the def2-TZVPD basis

The LUMO energy (spin up / spin down) is -1.44 / -0.74 eV. The value obtained for the HOMO-LUMO gap (spin up / spin down) is 7.42 / 8.30 eV. For the energy relative to the best compared isomer or geometry (same formula, charge and spin), the calculation gives 2.525 eV.

ORCA input file:
```
! wB97M-V def2-TZVPD RIJCOSX def2/J DEFGRID3
* xyz 0 1
C 0.765 0.779 -0.132
C -0.540 0.083 -0.115
F 1.825 0.481 -0.878
F -1.150 -0.231 -1.253
F -1.465 0.912 0.568
P -0.120 -1.295 1.127
H 0.890 1.390 0.789
H -0.205 -2.118 -0.105
*
```

***

# 3
Formula: C2H3N3O3
Source: the Open Molecules 2025 dataset
Level of theory: the ωB97M-V functional and the def2-TZVPD basis

The LUMO energy is 0.40 eV. The value obtained for the HOMO-LUMO gap is 10.57 eV. As for the SMILES: [H]/N=c1/oc(=O)on1N. For the energy relative to the best compared isomer or geometry (same formula, charge and spin), the calculation gives 0.960 eV.

ORCA input file:
```
! wB97M-V def2-TZVPD RIJCOSX def2/J DEFGRID3
* xyz 0 1
H -2.515 1.109 0.024
N -1.629 1.608 0.022
C -0.690 0.769 -0.102
O 0.631 1.102 0.006
C 1.382 -0.052 0.050
O 2.557 -0.018 0.209
O 0.600 -1.064 -0.285
N -0.738 -0.600 -0.337
N -1.584 -1.405 0.344
H -2.155 -0.938 1.006
H -2.124 -1.860 -0.361
*
```

***

# 4
Formula: C46H59N3O5P3RuS3
Source: the Open Molecules 2025 dataset
Level of theory: the ωB97M-V functional and the def2-TZVPD basis

The LUMO energy (spin up / spin down) is 3.84 / 3.85 eV. The value obtained for the HOMO-LUMO gap (spin up / spin down) is 5.40 / 5.40 eV. The expectation value of S² is 0.791. For the energy relative to the best compared isomer or geometry (same formula, charge and spin), the calculation gives 2.500 eV.

ORCA input file:
```
! wB97M-V def2-TZVPD RIJCOSX def2/J DEFGRID3
* xyz -2 2
Ru -0.609 0.599 0.347
O 1.462 0.009 2.058
C 0.351 -0.441 1.844
C -0.320 -1.401 2.675
C 0.347 -1.918 3.807
C -0.258 -2.840 4.619
C -1.552 -3.295 4.328
C -2.226 -2.790 3.231
C -1.641 -1.843 2.401
P -2.479 -1.170 0.948
C -3.735 -2.483 0.682
C -5.111 -2.253 0.602
C -5.981 -3.271 0.270
C -5.508 -4.545 -0.014
C -4.139 -4.786 0.045
C -3.270 -3.771 0.376
C -3.523 0.195 1.570
C -4.390 0.850 0.695
C -5.074 1.977 1.111
C -4.878 2.477 2.389
C -4.027 1.823 3.263
C -3.354 0.683 2.858
H 1.347 -1.559 4.015
H 0.254 -3.212 5.498
H -2.025 -4.031 4.966
H -3.223 -3.146 3.005
H -5.502 -1.276 0.841
H -7.045 -3.073 0.231
H -6.195 -5.341 -0.270
H -3.761 -5.778 -0.171
H -2.206 -3.962 0.422
H -4.516 0.487 -0.315
H -5.725 2.495 0.419
H -5.375 3.388 2.692
H -3.845 2.215 4.253
H -2.669 0.194 3.534
O 0.505 2.717 -0.029
C 0.207 2.939 1.163
N -0.504 2.040 1.902
C -0.557 2.449 3.216
O -1.041 1.824 4.158
C 0.087 3.776 3.282
C 0.264 4.671 4.320
C 0.880 5.882 4.051
C 1.322 6.194 2.760
C 1.174 5.297 1.719
C 0.552 4.087 1.984
H -0.075 4.425 5.317
H 1.021 6.605 4.847
H 1.786 7.157 2.580
H 1.521 5.525 0.720
C 4.375 -1.408 2.071
C 5.616 -1.531 1.204
C 6.870 -1.105 1.964
O 5.561 -0.809 -0.014
P 4.792 0.557 -0.398
S 5.584 1.015 -2.146
S 2.812 0.343 -0.218
O 5.366 1.530 0.783
C 4.770 2.753 1.198
C 3.795 2.499 2.343
C 4.107 3.515 0.061
H 4.491 -2.033 2.955
H 3.486 -1.717 1.528
H 4.227 -0.379 2.380
H 5.727 -2.580 0.884
H 6.771 -0.066 2.265
H 7.739 -1.193 1.317
H 7.009 -1.726 2.846
H 5.631 3.336 1.570
H 2.974 1.877 1.994
H 3.385 3.438 2.709
H 4.297 1.986 3.163
H 3.162 3.048 -0.209
H 4.758 3.524 -0.811
H 3.912 4.538 0.374
C -1.017 1.557 -3.891
C 0.219 0.662 -3.830
C 1.286 1.444 -3.071
C 0.686 0.342 -5.248
P -0.238 -0.850 -2.725
N -0.294 -0.489 -1.221
C 1.037 -2.289 -2.961
C 0.934 -3.166 -1.711
C 0.890 -3.112 -4.239
C 2.437 -1.684 -2.934
C -1.995 -1.498 -3.253
C -2.257 -1.698 -4.742
C -2.166 -2.826 -2.520
C -3.044 -0.557 -2.658
H -0.737 2.542 -4.268
H -1.424 1.692 -2.890
H -1.785 1.161 -4.550
H 1.417 2.427 -3.524
H 2.252 0.952 -3.063
H 0.967 1.593 -2.037
H 0.812 1.281 -5.787
H -0.037 -0.265 -5.789
H 1.645 -0.167 -5.252
H 0.086 -3.842 -1.730
H 0.849 -2.516 -0.837
H 1.839 -3.766 -1.605
H -0.027 -3.697 -4.259
H 1.728 -3.809 -4.299
H 0.922 -2.476 -5.120
H 2.539 -1.041 -2.063
H 2.675 -1.115 -3.826
H 3.178 -2.480 -2.845
H -1.531 -2.365 -5.197
H -2.251 -0.757 -5.285
H -3.246 -2.146 -4.858
H -1.581 -3.626 -2.964
H -3.212 -3.139 -2.536
H -1.871 -2.685 -1.481
H -3.257 0.300 -3.289
H -2.694 -0.189 -1.692
H -3.976 -1.102 -2.499
S -3.156 4.340 -1.187
C -2.480 2.964 -0.764
N -2.082 1.887 -0.525
*
```

***

# 5
Formula: C21H28N4O4S
Source: the Open Molecules 2025 dataset
Level of theory: the ωB97M-V functional and the def2-TZVPD basis

The LUMO energy is 0.40 eV. The value obtained for the HOMO-LUMO gap is 8.70 eV. As for the SMILES: CCOC(=O)N1CCN(C(=O)CSc2nnc(-c3ccc(C(C)(C)C)cc3)o2)CC1. For the energy relative to the best compared isomer or geometry (same formula, charge and spin), the calculation gives 1.908 eV.

ORCA input file:
```
! wB97M-V def2-TZVPD RIJCOSX def2/J DEFGRID3
* xyz 0 1
C 1.816 2.773 3.474
C 1.787 3.666 2.243
O 1.267 2.979 1.104
C 2.148 2.215 0.425
O 3.322 2.120 0.698
N 1.561 1.547 -0.600
C 0.188 1.720 -1.020
C 0.151 2.321 -2.429
N 0.926 1.482 -3.325
C 0.270 0.711 -4.221
O -0.917 0.836 -4.432
C 1.111 -0.324 -4.970
S 0.011 -1.466 -5.880
C -0.967 -1.957 -4.546
N -2.129 -2.527 -4.582
N -2.513 -2.697 -3.306
C -1.571 -2.235 -2.544
C -1.544 -2.141 -1.105
C -0.352 -1.866 -0.438
C -0.343 -1.703 0.931
C -1.512 -1.814 1.682
C -1.451 -1.593 3.184
C -0.912 -0.181 3.454
C -0.511 -2.637 3.805
C -2.820 -1.721 3.857
C -2.689 -2.124 1.006
C -2.714 -2.286 -0.365
O -0.527 -1.757 -3.283
C 2.308 1.382 -2.916
C 2.379 0.775 -1.507
H 2.494 1.940 3.309
H 0.821 2.388 3.685
H 2.165 3.345 4.329
H 2.796 4.023 2.012
H 1.115 4.514 2.387
H -0.325 2.368 -0.312
H -0.303 0.739 -1.030
H -0.873 2.363 -2.802
H 0.581 3.327 -2.423
H 1.730 -0.916 -4.296
H 1.732 0.152 -5.728
H 0.568 -1.796 -0.999
H 0.597 -1.483 1.415
H 0.090 -0.055 3.052
H -1.560 0.563 2.994
H -0.875 0.006 4.525
H -0.468 -2.506 4.884
H 0.498 -2.547 3.412
H -0.872 -3.641 3.593
H -2.715 -1.541 4.925
H -3.521 -0.990 3.461
H -3.230 -2.719 3.725
H -3.614 -2.237 1.547
H -3.631 -2.513 -0.884
H 2.889 0.789 -3.619
H 2.727 2.394 -2.890
H 3.402 0.784 -1.129
H 2.008 -0.255 -1.534
*
```

***

# 6
Formula: C46H38Br2FN12O5Ru
Source: the Open Molecules 2025 dataset
Level of theory: the ωB97M-V functional and the def2-TZVPD basis

The LUMO energy (spin up / spin down) is -9.59 / -9.60 eV. The value obtained for the HOMO-LUMO gap (spin up / spin down) is 4.22 / 4.22 eV. For the energy relative to the best compared isomer or geometry (same formula, charge and spin), the calculation gives 0.607 eV.

ORCA input file:
```
! wB97M-V def2-TZVPD RIJCOSX def2/J DEFGRID3
* xyz 3 1
Ru -0.122 0.098 0.938
F -2.596 5.780 -1.277
C -3.320 4.678 -1.003
C -2.651 3.518 -0.781
C -3.341 2.345 -0.438
C -2.615 1.143 -0.120
O -1.370 1.045 -0.400
C -3.359 0.103 0.468
C -4.730 0.176 0.450
N -5.430 1.225 -0.002
C -6.874 0.983 -0.127
C -7.950 1.883 0.387
C -7.789 1.650 -1.100
C -4.744 2.389 -0.353
C -5.409 3.603 -0.592
C -4.734 4.773 -0.913
N -5.422 5.962 -1.139
C -4.786 7.192 -1.620
C -5.865 8.177 -2.076
N -6.984 7.405 -2.712
C -7.717 6.561 -1.689
C -6.736 6.210 -0.571
C -2.708 -1.104 1.073
O -3.167 -2.207 0.961
O -1.588 -0.863 1.757
H -1.572 3.507 -0.828
H -5.304 -0.677 0.784
H -7.052 -0.073 0.003
H -7.676 2.839 0.809
H -8.777 1.409 0.896
H -7.413 2.443 -1.727
H -8.500 1.008 -1.598
H -6.477 3.631 -0.519
H -4.140 6.958 -2.464
H -4.178 7.689 -0.860
H -5.467 8.880 -2.805
H -6.306 8.743 -1.258
H -6.589 6.791 -3.426
H -7.634 8.032 -3.189
H -8.083 5.680 -2.214
H -8.565 7.135 -1.323
H -7.117 5.360 -0.016
H -6.674 7.032 0.149
Br 0.867 4.857 2.072
C 1.176 3.358 3.114
C 1.836 3.467 4.329
C 2.067 2.353 5.132
Br 2.901 2.588 6.756
C 1.665 1.037 4.708
C 1.803 -0.154 5.436
C 1.327 -1.331 4.894
C 0.765 -1.329 3.616
N 0.663 -0.213 2.899
C 1.061 0.945 3.454
C 0.720 2.092 2.668
O 0.034 1.902 1.602
H 2.167 4.440 4.665
H 2.253 -0.141 6.419
H 1.384 -2.259 5.446
H 0.388 -2.233 3.156
C 3.653 2.939 -2.036
N 3.033 2.002 -1.091
C 1.765 1.646 -0.961
N 1.667 0.754 0.026
C 2.948 0.601 0.458
N 3.798 1.343 -0.199
C 3.643 2.427 -3.452
C 3.566 3.321 -4.508
C 3.656 2.859 -5.814
C 3.798 1.503 -6.070
C 3.835 0.608 -5.012
C 3.772 1.068 -3.709
C 3.903 -0.846 -5.258
N 4.357 -1.479 -6.256
N 4.167 -2.851 -5.967
C 3.620 -2.898 -4.826
O 3.407 -1.663 -4.285
C 3.142 -4.064 -4.052
C 3.702 -5.313 -4.244
C 3.252 -6.387 -3.485
C 2.235 -6.214 -2.563
C 1.651 -4.965 -2.400
C 0.472 -4.842 -1.465
N 0.107 -3.454 -1.167
C 0.556 -2.644 -0.230
N -0.067 -1.463 -0.342
C -0.900 -1.636 -1.414
N -0.808 -2.824 -1.933
C 2.116 -3.888 -3.138
H 4.670 3.060 -1.662
H 3.145 3.900 -1.955
H 0.949 2.035 -1.547
H 3.239 -0.063 1.254
H 3.457 4.382 -4.318
H 3.605 3.559 -6.636
H 3.867 1.129 -7.082
H 3.846 0.356 -2.896
H 4.489 -5.437 -4.975
H 3.701 -7.362 -3.612
H 1.890 -7.058 -1.978
H 0.657 -5.347 -0.518
H -0.425 -5.274 -1.909
H 1.299 -2.911 0.502
H -1.560 -0.873 -1.783
H 1.675 -2.905 -3.035
*
```

***

# 7
Formula: C3H12N2O2
Source: the Open Molecules 2025 dataset
Level of theory: the ωB97M-V functional and the def2-TZVPD basis

The LUMO energy (spin up / spin down) is -3.44 / -7.93 eV. The value obtained for the HOMO-LUMO gap (spin up / spin down) is 10.16 / 5.67 eV. The expectation value of S² is 0.755. For the energy relative to the best compared isomer or geometry (same formula, charge and spin), the calculation gives 1.882 eV.

ORCA input file:
```
! wB97M-V def2-TZVPD RIJCOSX def2/J DEFGRID3
* xyz 1 2
C 0.101 -1.432 -0.548
C -0.765 -0.187 -1.119
O -0.711 1.013 -0.433
N -0.069 -1.649 0.837
C 0.505 -0.884 1.878
N 1.437 0.106 1.449
H 1.147 -1.308 -0.803
H -0.319 -2.302 -1.059
H -0.333 -0.051 -2.105
H -1.781 -0.581 -1.171
H -0.240 1.011 0.405
H -0.805 -2.268 1.161
H 1.013 -1.596 2.531
H -0.289 -0.371 2.431
H 1.780 0.196 0.511
H 2.226 0.194 2.067
H -1.026 4.148 -1.856
H -0.664 2.648 -1.866
O -1.206 3.314 -2.309
*
```